{"formula": "C7H7I3O", "method": "ωB97M-V with the def2-TZVPD basis set", "homo_lumo_gap_ev": 7.164, "lumo_ev": -1.392, "fmax_ev_per_a": 4.90, "total_energy_ha": -1239.17020, "homo_energy_ev": -8.6, "relative_energy_kj_mol": 0.0, "species": ["H", "I", "C", "I", "H", "H", "H", "I", "C", "C", "C", "H", "H", "O", "C", "C", "C", "H"], "xyz": [[-0.17845, 1.55382, -0.89192], [2.50455, 0.72424, -0.57505], [0.13994, 0.00313, 0.53141], [-2.68820, 0.64985, -0.45330], [1.20103, 2.38570, 1.59446], [-0.12738, -3.26124, -0.33940], [-0.72923, 2.53264, 1.25695], [0.48727, -2.37826, 2.43595], [0.20197, 2.10008, 1.79388], [-0.08721, -1.69359, -1.82784], [-0.12114, -2.23655, -0.44777], [-0.00667, -2.29972, -2.62177], [0.17182, 2.42996, 2.79617], [0.13146, 0.61175, 1.68650], [-0.53713, 0.57390, -0.73131], [0.06086, -1.46543, 0.59577], [-0.17330, -0.36833, -1.94174], [-0.25022, 0.13806, -2.86099]]}

***

{"formula": "C7H7INO3", "method": "ωB97M-V with the def2-TZVPD basis set", "charge": -1, "homo_lumo_gap_ev": 6.229, "lumo_ev": 2.835, "fmax_ev_per_a": 2.83, "total_energy_ha": -849.08206, "homo_energy_ev": -3.4, "relative_energy_kj_mol": 163.9, "species": ["H", "H", "I", "O", "C", "C", "H", "H", "N", "H", "C", "H", "C", "O", "C", "H", "C", "C", "O"], "xyz": [[0.44873, 1.07920, 2.20981], [-1.15893, -2.23627, -1.23189], [-2.91926, -1.19274, 0.44028], [-0.41492, 0.82679, -2.13269], [-0.47807, 0.85728, -0.98207], [0.35434, -1.58344, 0.31843], [1.09898, -3.30910, -0.72747], [2.37708, -2.48654, -0.00771], [0.78116, -0.75519, 1.17814], [-0.98337, 0.05266, 1.76712], [-0.29190, 2.72038, 0.47215], [-0.36417, 3.15642, -1.57582], [-0.94763, -1.57977, -0.32173], [-0.25097, 3.55333, -0.66257], [0.01715, 0.40697, 1.44159], [1.68957, -1.77752, -1.41818], [1.42151, -2.35357, -0.52603], [-0.22655, 1.32343, 0.21984], [-0.15276, 3.29768, 1.53882]]}

***

{"formula": "C7H7IOP2", "method": "ωB97M-V with the def2-TZVPD basis set", "homo_lumo_gap_ev": [6.668, 6.667], "lumo_ev": [-0.744, -0.745], "fmax_ev_per_a": 4.34, "total_energy_ha": -1326.49035, "homo_energy_ev": [-7.4, -7.4], "relative_energy_kj_mol": 130.3, "species": ["O", "H", "H", "P", "H", "C", "H", "H", "C", "C", "P", "C", "I", "C", "C", "H", "H", "C"], "xyz": [[1.90797, 0.58925, -1.36105], [0.42306, -3.21000, 1.45028], [1.56166, -1.83537, -0.10347], [0.56580, 1.47201, -3.72538], [0.00263, 0.16473, -4.18496], [-0.93427, -0.22705, 2.45528], [-1.15413, -2.12001, 3.23591], [-0.43292, 1.58905, 1.38056], [0.49712, -0.03879, 0.48898], [0.93959, -1.35294, 0.65987], [-0.95654, 1.57461, -2.21433], [-0.49203, 0.52684, 1.40193], [-0.70667, 3.84404, -1.39607], [-0.68701, -1.62092, 2.40726], [0.23598, -2.14347, 1.55573], [-1.47178, 0.13628, 3.31220], [-0.26672, 2.10806, -4.68184], [0.96827, 0.54369, -0.68089]]}

***

{"formula": "C7H7N", "method": "ωB97M-V with the def2-TZVPD basis set", "homo_lumo_gap_ev": 9.999, "lumo_ev": 0.610, "fmax_ev_per_a": 1.83, "total_energy_ha": -325.52676, "homo_energy_ev": -9.4, "relative_energy_kj_mol": 346.4, "species": ["N", "C", "H", "H", "C", "H", "C", "H", "H", "C", "C", "H", "H", "C", "C"], "xyz": [[-1.52671, -0.00683, 2.79343], [0.33967, -1.17869, 1.53714], [1.24765, -1.23676, -2.16442], [-1.85677, 2.61874, -0.55182], [1.25622, -1.93016, 1.28903], [2.05623, -2.57238, 1.06075], [-1.79357, 1.58291, -0.18723], [-2.73426, 1.07353, -0.38673], [1.98210, 0.38413, -2.26513], [0.29940, 0.23092, -1.01349], [-0.68737, 0.88997, -0.78854], [2.20159, -0.60975, -0.82201], [-1.62255, 1.55512, 0.91898], [-0.65929, -0.46037, 2.18416], [1.49766, -0.34038, -1.60412]]}

***

{"formula": "C7H7N", "method": "ωB97M-V with the def2-TZVPD basis set", "homo_lumo_gap_ev": 10.240, "lumo_ev": 0.691, "fmax_ev_per_a": 4.48, "total_energy_ha": -325.52518, "homo_energy_ev": -9.5, "relative_energy_kj_mol": 350.5, "species": ["H", "C", "C", "C", "H", "H", "C", "H", "H", "C", "H", "H", "C", "C", "N"], "xyz": [[-2.75448, -3.30483, 0.12911], [3.01250, 4.49933, 1.91008], [-0.47861, -1.34236, -1.80432], [-0.17806, -0.51967, -0.69715], [0.12091, -1.32019, -2.73659], [2.28818, 2.47182, 1.40573], [-0.95745, -0.50284, 0.48682], [-0.63079, 0.31871, 1.15871], [0.54764, 0.35943, -0.49344], [-1.43334, -2.32539, -1.60567], [3.55941, 5.33042, 2.39353], [-1.65717, -3.23422, -2.32169], [-2.12922, -2.29608, -0.31699], [2.53485, 3.43535, 1.71163], [-1.84437, -1.56949, 0.78024]]}

***

{"formula": "C7H7N", "method": "ωB97M-V with the def2-TZVPD basis set", "homo_lumo_gap_ev": 10.725, "lumo_ev": 0.802, "fmax_ev_per_a": 2.41, "total_energy_ha": -325.62428, "homo_energy_ev": -9.9, "relative_energy_kj_mol": 90.3, "species": ["H", "C", "C", "H", "C", "H", "N", "H", "C", "C", "H", "C", "H", "C", "H"], "xyz": [[1.55922, -0.12843, 1.55590], [0.75688, 0.11451, 0.78818], [1.31407, -0.25453, -0.56192], [-1.05164, -0.47234, 2.07083], [0.51271, -0.77561, -1.47309], [-0.99372, -2.24486, -1.76450], [0.12213, 2.68676, 0.94834], [2.41761, -0.32471, -0.80851], [-0.62395, -0.56159, 1.06312], [-1.35788, -0.98495, 0.06276], [0.98706, -1.01333, -2.43548], [0.36946, 1.55774, 0.90872], [-2.33316, -1.37819, 0.35494], [-0.94484, -1.19642, -1.38267], [-1.59899, -0.64034, -2.04224]]}

***

{"formula": "C7H7N", "method": "ωB97M-V with the def2-TZVPD basis set", "homo_lumo_gap_ev": 9.432, "lumo_ev": 0.123, "fmax_ev_per_a": 7.01, "total_energy_ha": -325.41770, "homo_energy_ev": -9.3, "relative_energy_kj_mol": 632.7, "species": ["C", "C", "H", "H", "H", "C", "H", "H", "N", "H", "C", "C", "C", "C", "H"], "xyz": [[-2.77573, -0.49189, -0.01480], [-1.60530, 0.25126, -0.02936], [3.47151, -0.62026, 0.27090], [0.26722, 1.93636, -0.02293], [2.60221, 1.71733, -0.35742], [0.75734, 1.00966, -0.14563], [-2.95197, -1.73207, -0.21885], [-0.37555, -1.99916, -0.56240], [1.59466, -1.45647, 0.09193], [-1.82163, 1.61458, 0.69359], [0.30143, -1.15765, -0.20798], [-0.16014, 0.05266, -0.14578], [2.42943, -0.46649, 0.24613], [2.07108, 0.72744, -0.17132], [-3.80457, 0.61468, 0.57392]]}

***

{"formula": "C7H7N", "method": "ωB97M-V with the def2-TZVPD basis set", "homo_lumo_gap_ev": 9.671, "lumo_ev": 0.311, "fmax_ev_per_a": 5.25, "total_energy_ha": -325.57192, "homo_energy_ev": -9.4, "relative_energy_kj_mol": 227.8, "species": ["N", "C", "H", "C", "H", "H", "H", "C", "C", "H", "C", "C", "H", "C", "H"], "xyz": [[3.22962, -0.25335, 0.84806], [-0.87455, -0.33699, 0.13898], [-1.11734, 2.46883, 0.06313], [2.49208, -0.26422, 0.00138], [-2.54341, 0.38018, 1.24703], [-2.22065, -1.43922, 1.14199], [0.55394, 2.94333, -0.39375], [-0.04122, 0.79860, -0.23408], [-1.93737, -0.41809, 0.86789], [-0.14265, -1.96690, -1.17800], [1.16483, -0.29189, -0.70040], [-0.16974, 2.13616, -0.26035], [0.30236, -2.06184, 0.46170], [0.09516, -1.36870, -0.26322], [1.20893, -0.32590, -1.74037]]}